Entry 1:
61
Properties=species:S:1:pos:R:3:nbo_charge:R:1 method="wB97M-V/def2-TZVPD" lumo_energy_ev=-6.65 orbital_gap_ev=6.426 total_charge=+1 relative_energy_kj_mol=431.8 e_homo_ev=-13.1 molar_mass_da=409.08
Cu -12.69 3.03 -2.63 0.999
C -5.13 5.25 -8.19 -0.610
C -4.49 5.20 -6.85 -0.383
C -5.55 5.56 -5.82 -0.525
C -6.74 4.71 -5.76 0.309
N -7.68 4.05 -5.73 -0.356
H -4.34 5.05 -8.92 0.216
H -5.59 6.22 -8.38 0.202
H -5.88 4.48 -8.36 0.214
H -3.64 5.88 -6.85 0.219
H -4.07 4.20 -6.71 0.213
H -5.92 6.58 -5.90 0.248
H -4.99 5.54 -4.89 0.253
C -12.39 8.30 3.81 -0.615
C -11.49 9.31 3.03 -0.393
C -10.60 8.79 1.91 -0.506
C -11.33 8.18 0.77 0.313
N -11.88 7.71 -0.15 -0.376
H -11.87 7.39 4.10 0.207
H -13.23 7.94 3.22 0.214
H -12.79 8.77 4.71 0.224
H -10.93 9.91 3.75 0.220
H -12.08 10.09 2.55 0.213
H -9.96 7.96 2.18 0.243
H -9.98 9.60 1.53 0.257
C -20.03 -0.57 0.83 -0.619
C -19.47 -0.16 2.17 -0.386
C -18.00 0.27 2.24 -0.502
C -17.48 1.35 1.32 0.309
N -17.10 2.26 0.68 -0.369
H -19.56 -1.47 0.43 0.206
H -19.94 0.19 0.06 0.213
H -21.09 -0.79 0.83 0.227
H -19.65 -0.98 2.86 0.221
H -19.98 0.75 2.51 0.209
H -17.36 -0.60 2.10 0.240
H -17.78 0.61 3.25 0.254
C -12.13 7.67 -8.29 -0.616
C -13.50 8.07 -8.82 -0.385
C -14.42 6.83 -9.08 -0.514
C -14.36 5.86 -7.94 0.322
N -14.32 5.12 -7.04 -0.386
H -12.17 7.13 -7.34 0.213
H -11.55 8.57 -8.11 0.220
H -11.52 7.12 -9.01 0.208
H -13.36 8.75 -9.66 0.224
H -13.96 8.67 -8.04 0.206
H -14.03 6.39 -10.00 0.251
H -15.49 6.98 -9.22 0.257
C -4.91 -0.15 2.36 -0.618
C -5.12 1.13 3.23 -0.375
C -5.60 2.36 2.36 -0.515
C -6.91 2.15 1.68 0.307
N -7.92 2.01 1.11 -0.368
H -5.79 -0.43 1.79 0.215
H -4.52 -1.02 2.88 0.228
H -4.18 0.12 1.60 0.204
H -4.16 1.46 3.63 0.212
H -5.76 1.03 4.10 0.213
H -4.84 2.58 1.61 0.246
H -5.67 3.30 2.90 0.252


Entry 2:
12
Properties=species:S:1:pos:R:3:nbo_charge:R:1 method="wB97M-V/def2-TZVPD" lumo_energy_ev=0.70 orbital_gap_ev=10.706 total_charge=0 smiles="CC(C=O)C=O" relative_energy_kj_mol=108.8 e_homo_ev=-10.0 molar_mass_da=86.09
C -1.24 -0.28 -0.35 -0.610
C 0.27 -0.13 -0.36 -0.450
C 0.57 1.35 -0.12 0.459
O 1.62 1.79 0.26 -0.503
C 0.92 -0.94 0.75 0.453
O 0.28 -1.48 1.62 -0.507
H -1.58 -1.32 -0.33 0.235
H -1.59 0.19 0.58 0.220
H -1.69 0.24 -1.20 0.214
H 0.74 -0.42 -1.32 0.245
H -0.32 2.00 -0.28 0.114
H 2.03 -1.00 0.74 0.130


Entry 3:
137
Properties=species:S:1:pos:R:3:lowdin_charge:R:1 method="wB97M-V/def2-TZVPD" lumo_energy_ev=-0.99 orbital_gap_ev=7.449 total_charge=0 e_homo_ev=-8.4 molar_mass_da=1142.02
C -3.36 -2.52 4.46 -0.105
C -2.05 -1.99 5.03 -0.263
C -0.92 -1.89 3.98 -0.234
O -1.39 -1.73 2.65 -0.127
C -0.69 -0.99 1.66 -0.259
C -1.68 -0.85 0.48 -0.076
C -2.79 0.15 0.35 -0.241
N -2.90 0.75 -0.76 0.114
C 0.37 -2.02 1.12 -0.184
F 0.89 -2.76 2.25 0.004
B -0.05 -3.34 0.25 -0.488
N -1.32 -3.84 -0.27 0.171
O 1.04 -4.18 0.04 0.137
N 1.49 -1.26 0.65 -0.016
C 2.15 -1.40 -0.61 -0.236
S 1.27 -1.12 -2.18 0.691
O 1.95 -2.04 -3.06 -0.345
O 1.29 0.23 -2.62 -0.303
C 2.10 -0.81 1.81 -0.346
N 3.25 -1.33 2.25 -0.740
S 3.99 -1.00 3.74 0.939
Cl 4.05 -2.55 1.34 0.799
N 1.44 0.07 2.59 0.189
B 2.37 1.25 2.99 -0.654
O 3.23 1.88 2.13 0.115
C 2.38 1.64 4.54 -0.199
C 3.62 2.42 5.03 -0.091
C 0.05 0.38 2.06 -0.144
C 0.13 1.32 0.80 -0.674
O -0.82 2.07 0.58 -0.005
O 1.16 1.24 0.10 -0.003
C -0.61 1.22 3.21 -0.465
Br -2.55 0.88 3.57 0.973
C -0.69 2.78 3.18 -0.740
C -1.09 3.27 4.61 -0.197
Br 0.79 3.90 2.59 0.908
H -4.08 -2.58 5.27 0.073
H -3.75 -1.86 3.69 0.047
H -3.22 -3.53 4.09 0.076
H -1.71 -2.68 5.81 0.098
H -2.18 -1.04 5.53 0.061
H -0.16 -1.18 4.31 0.112
H -0.42 -2.86 4.06 0.104
H -2.29 -1.75 0.56 0.113
H -1.15 -0.82 -0.47 0.105
H -3.59 0.28 1.07 0.076
H -3.74 1.33 -0.77 0.063
H -1.57 -3.31 -1.10 0.083
H -2.09 -3.82 0.39 0.080
H 0.95 -4.92 0.65 0.123
H 2.60 -2.39 -0.75 0.057
H 2.99 -0.71 -0.69 0.127
H 0.01 -1.63 -2.05 0.073
H 3.23 -1.66 4.67 -0.087
H 4.13 1.62 2.36 0.114
H 2.30 0.71 5.09 0.069
H 1.48 2.21 4.77 0.064
H 4.25 2.86 4.26 0.047
H 3.29 3.26 5.64 0.076
H 4.20 1.80 5.71 0.074
H -0.21 0.91 4.16 0.065
H -1.51 3.09 2.55 0.050
H -0.92 2.52 5.38 0.065
H -0.46 4.12 4.88 0.042
H -2.10 3.65 4.62 0.066
C 3.92 5.36 -0.08 -0.365
O 4.64 6.34 -0.14 -0.022
N 3.52 4.62 -1.12 -0.177
C 2.67 3.45 -0.94 -0.048
C 3.96 4.99 -2.45 -0.039
H 3.53 4.98 0.88 0.127
H 3.18 2.56 -1.30 0.091
H 1.74 3.57 -1.50 0.100
H 2.43 3.32 0.11 0.031
H 5.05 4.98 -2.50 0.089
H 3.63 6.00 -2.69 0.091
H 3.56 4.29 -3.18 0.086
C 7.59 4.21 3.66 -0.357
O 6.65 3.57 4.11 -0.004
N 7.52 5.06 2.63 -0.189
C 8.67 5.79 2.16 -0.055
C 6.23 5.27 1.97 -0.041
H 8.60 4.13 4.09 0.130
H 8.50 6.87 2.24 0.092
H 8.86 5.54 1.11 0.091
H 9.55 5.53 2.75 0.080
H 5.50 5.64 2.69 0.105
H 5.87 4.32 1.58 0.090
H 6.34 5.98 1.16 0.068
C -4.60 2.26 -4.96 -0.362
O -5.18 2.62 -5.98 -0.002
N -3.29 1.98 -4.89 -0.192
C -2.66 1.56 -3.65 -0.062
C -2.49 2.11 -6.09 -0.039
H -5.13 2.14 -4.00 0.131
H -1.87 2.26 -3.37 0.098
H -2.22 0.57 -3.78 0.086
H -3.38 1.51 -2.85 0.033
H -2.55 3.14 -6.46 0.093
H -2.89 1.45 -6.86 0.070
H -1.46 1.85 -5.88 0.087
C -4.12 -0.33 -10.48 -0.359
O -3.81 -0.26 -11.65 0.006
N -3.51 -1.12 -9.57 -0.197
C -3.92 -1.16 -8.18 -0.047
C -2.41 -1.95 -10.01 -0.046
H -4.94 0.27 -10.05 0.135
H -3.08 -0.86 -7.55 0.082
H -4.23 -2.17 -7.92 0.065
H -4.75 -0.48 -8.00 0.091
H -1.61 -1.34 -10.42 0.092
H -2.75 -2.64 -10.79 0.090
H -2.03 -2.53 -9.17 0.084
C 1.96 -2.37 7.38 -0.318
O 2.27 -2.01 6.26 -0.046
N 1.53 -3.60 7.68 -0.185
C 1.17 -3.98 9.04 -0.044
C 1.41 -4.58 6.62 -0.023
H 2.01 -1.70 8.25 0.143
H 1.80 -4.81 9.37 0.093
H 0.12 -4.29 9.07 0.093
H 1.31 -3.14 9.71 0.086
H 2.39 -4.74 6.15 0.097
H 0.72 -4.22 5.85 0.080
H 1.05 -5.52 7.02 0.090
C -6.69 -3.98 -5.49 -0.358
O -6.12 -2.90 -5.56 0.013
N -6.74 -4.89 -6.49 -0.201
C -7.43 -6.15 -6.34 -0.060
C -6.09 -4.58 -7.75 -0.044
H -7.21 -4.31 -4.58 0.131
H -6.73 -6.98 -6.48 0.089
H -8.23 -6.23 -7.07 0.089
H -7.86 -6.23 -5.34 0.081
H -5.03 -4.41 -7.58 0.083
H -6.52 -3.67 -8.17 0.094
H -6.22 -5.40 -8.45 0.087


Entry 4:
12
Properties=species:S:1:pos:R:3:lowdin_spin:R:1 method="wB97M-V/def2-TZVPD" lumo_energy_ev="-1.26 / -2.14" orbital_gap_ev="5.866 / 4.956" total_charge=0 s2=0.764 spin_multiplicity=2 relative_energy_kj_mol=0.0 e_homo_ev="-7.1 / -7.1" molar_mass_da=1019.28
Au 0.00 0.00 0.23 0.001
I -2.62 -1.74 -0.03 0.000
C -3.81 0.00 -0.08 0.000
I -2.62 1.75 -0.03 0.000
H -4.47 0.00 0.78 0.000
H -4.37 0.00 -1.01 0.000
Te 2.06 0.00 1.83 0.019
Te 5.22 -0.01 2.76 0.057
Te 4.38 -0.01 -3.40 0.764
Te 2.40 0.01 -1.66 0.173
S 4.95 0.00 0.42 0.016
C 3.32 0.00 0.21 -0.030


Entry 5:
13
Properties=species:S:1:pos:R:3:nbo_charge:R:1 method="wB97M-V/def2-TZVPD" lumo_energy_ev=0.82 orbital_gap_ev=10.472 total_charge=0 smiles="O=C1CCC=CO1" relative_energy_kj_mol=64.9 e_homo_ev=-9.7 molar_mass_da=98.10
C 0.06 -0.04 -1.10 0.786
C 0.22 -1.18 -0.17 -0.521
C -0.46 -1.05 1.23 -0.429
C 0.01 0.29 1.80 -0.279
C 0.23 1.23 0.88 0.130
H 1.34 -1.16 0.02 0.232
H -0.09 -2.13 -0.66 0.243
H -1.52 -1.09 1.01 0.217
H -0.10 -1.99 1.72 0.228
H 0.05 0.42 2.84 0.227
H 0.55 2.21 1.15 0.197
O -0.14 -0.11 -2.27 -0.545
O 0.08 1.13 -0.46 -0.486


Entry 6:
74
Properties=species:S:1:pos:R:3:lowdin_charge:R:1 method="wB97M-V/def2-TZVPD" lumo_energy_ev=1.89 orbital_gap_ev=6.231 total_charge=-1 e_homo_ev=-4.3 molar_mass_da=726.47
C -3.16 -0.22 4.88 -0.058
C -3.53 -0.29 3.43 -0.124
B -2.58 0.17 2.17 -1.333
I -3.98 1.08 0.69 0.820
O -1.59 1.24 2.34 -0.182
C -0.50 1.12 1.32 -0.129
C -0.37 -0.52 1.32 -0.275
C 0.88 -1.25 2.09 -0.532
Cl 0.45 -3.09 2.13 0.479
C 1.08 -0.81 3.66 -0.612
C 1.98 0.54 3.90 -0.156
Cl 2.06 -2.22 4.45 0.425
O -1.75 -0.96 1.68 -0.118
H -2.21 -0.73 5.35 0.051
H -3.92 0.36 5.59 0.055
H -4.62 -0.71 3.17 0.088
H -0.69 1.65 0.27 0.128
H 0.55 1.55 1.62 0.105
H -0.32 -0.84 0.18 0.157
H 1.86 -1.17 1.44 0.084
H 0.04 -0.78 4.21 0.121
H 3.05 0.50 3.37 0.080
H 1.41 1.54 3.65 0.083
H 2.23 0.59 5.06 0.083
C -3.95 0.39 -3.30 -0.281
S -5.31 1.54 -2.97 0.744
O -6.51 0.72 -2.58 -0.574
C -5.54 2.06 -4.69 -0.288
H -3.66 -0.09 -2.36 0.021
H -4.27 -0.37 -4.01 0.058
H -3.10 0.94 -3.70 0.012
H -5.76 1.19 -5.31 0.050
H -4.64 2.55 -5.04 0.042
H -6.38 2.76 -4.73 0.041
C 1.48 0.23 -5.07 -0.266
S 0.12 1.38 -4.74 0.828
O -1.08 0.56 -4.36 -0.555
C -0.11 1.89 -6.46 -0.277
H 1.77 -0.25 -4.13 0.054
H 1.16 -0.53 -5.79 0.056
H 2.33 0.78 -5.48 0.051
H -0.33 1.03 -7.09 0.055
H 0.80 2.39 -6.82 0.049
H -0.95 2.59 -6.50 0.047
C 6.24 0.43 -0.03 -0.269
S 5.48 -1.12 -0.57 0.799
O 4.63 -0.82 -1.77 -0.567
C 4.38 -1.29 0.86 -0.269
H 6.95 0.76 -0.80 0.048
H 5.47 1.20 0.09 0.057
H 6.77 0.28 0.91 0.053
H 3.73 -0.42 0.93 0.042
H 4.98 -1.39 1.77 0.065
H 3.78 -2.19 0.72 0.038
C -4.07 3.50 3.73 -0.281
S -5.20 4.15 4.99 0.788
O -5.80 2.97 5.71 -0.574
C -6.43 4.78 3.83 -0.282
H -3.23 3.02 4.24 0.049
H -4.59 2.76 3.11 -0.002
H -3.71 4.32 3.12 0.055
H -6.81 3.96 3.21 0.059
H -5.99 5.55 3.21 0.046
H -7.26 5.20 4.40 0.041
C 4.72 -4.87 -0.86 -0.266
S 6.33 -5.64 -0.55 0.806
O 7.30 -4.55 -0.23 -0.570
C 6.62 -6.15 -2.26 -0.277
H 4.36 -4.44 0.08 0.042
H 4.83 -4.07 -1.60 0.051
H 4.02 -5.62 -1.22 0.056
H 6.61 -5.27 -2.92 0.057
H 5.85 -6.86 -2.57 0.050
H 7.60 -6.63 -2.32 0.047


Entry 7:
48
Properties=species:S:1:pos:R:3:nbo_charge:R:1 method="wB97M-V/def2-TZVPD" lumo_energy_ev=-1.98 orbital_gap_ev=8.246 total_charge=0 smiles="COB(O)[C@@]1(S(=O)(=O)F)OC(=O)O[C@H]1I.CCOC(C)=O.CCOC(C)=O" e_homo_ev=-10.2 molar_mass_da=530.07
C 3.27 1.82 2.26 -0.283
O 2.86 3.17 2.67 -0.757
B 1.93 3.79 1.70 1.263
O 2.54 4.74 0.70 -0.911
C 0.30 3.59 1.63 -0.285
S -0.31 5.24 2.34 2.069
O 0.64 5.55 3.56 -0.794
O -0.06 6.44 1.34 -0.759
F -1.97 5.16 2.80 -0.459
O -0.19 3.43 0.23 -0.501
C -0.70 2.04 -0.01 0.971
O -1.15 1.50 -1.15 -0.535
O -0.60 1.23 1.24 -0.505
C -0.41 2.27 2.30 -0.097
I 0.20 1.61 4.31 0.235
H 2.40 1.27 1.67 0.167
H 4.31 1.77 1.70 0.232
H 3.43 1.20 3.27 0.205
H 2.38 4.37 -0.23 0.510
H -1.52 2.65 2.51 0.235
O -2.71 -4.21 -3.06 -0.581
C -3.21 -3.10 -3.24 0.797
O -2.94 -2.08 -2.39 -0.509
C -3.33 -0.71 -2.60 -0.077
C -4.75 -0.48 -2.13 -0.637
C -4.20 -2.88 -4.35 -0.744
H -3.17 -0.42 -3.65 0.176
H -2.65 -0.10 -2.00 0.221
H -5.47 -1.09 -2.69 0.206
H -5.03 0.57 -2.25 0.220
H -4.86 -0.76 -1.08 0.219
H -5.18 -3.23 -4.03 0.246
H -3.87 -3.45 -5.22 0.248
H -4.27 -1.84 -4.67 0.216
O 3.98 -0.38 -0.13 -0.591
C 3.33 -1.34 0.28 0.800
O 3.95 -2.38 0.89 -0.507
C 3.27 -3.45 1.56 -0.068
C 2.85 -4.52 0.57 -0.639
C 1.85 -1.41 0.05 -0.743
H 2.44 -3.08 2.16 0.177
H 3.99 -3.88 2.26 0.201
H 2.14 -4.13 -0.16 0.213
H 2.38 -5.36 1.09 0.222
H 3.71 -4.89 0.01 0.222
H 1.66 -1.77 -0.97 0.257
H 1.43 -0.41 0.16 0.236
H 1.32 -2.04 0.76 0.220


Entry 8:
114
Properties=species:S:1:pos:R:3:lowdin_spin:R:1 method="wB97M-V/def2-TZVPD" lumo_energy_ev="-8.54 / -10.28" orbital_gap_ev="7.249 / 6.160" total_charge=+3 s2=8.805 spin_multiplicity=6 relative_energy_kj_mol=0.0 e_homo_ev="-15.8 / -16.4" molar_mass_da=1157.13
Ir -0.87 -0.27 2.09 1.864
C -3.13 -1.75 5.74 -0.007
C -2.49 -1.46 4.42 0.000
N -1.77 -0.42 4.12 0.287
O -1.50 0.53 5.04 0.088
C -2.65 -2.40 3.33 0.276
C -3.51 -3.60 3.44 0.043
N -1.92 -2.12 2.20 0.181
O -1.99 -2.94 1.26 0.499
H -2.95 -0.99 6.51 0.000
H -2.78 -2.70 6.14 -0.002
H -4.21 -1.81 5.61 -0.003
H -1.78 0.22 5.92 0.003
H -3.13 -4.26 4.22 0.016
H -3.55 -4.14 2.50 0.001
H -4.52 -3.31 3.74 0.013
C 0.95 -3.36 -4.03 0.059
C -0.50 -3.04 -4.28 0.358
C -0.95 -3.19 -5.71 0.064
C -1.42 -3.61 -3.24 0.061
Si -0.63 -0.81 -3.98 0.176
Br -0.54 -0.65 -1.74 0.050
C 0.96 -0.01 -4.69 0.046
C 2.20 -0.24 -3.82 0.002
C 1.24 -0.42 -6.14 0.001
C 0.64 1.50 -4.64 0.021
C -2.34 -0.20 -4.55 0.039
C -3.50 -1.13 -4.19 0.001
C -2.61 1.14 -3.84 0.014
C -2.33 0.03 -6.08 0.004
H 1.01 -4.46 -4.10 0.029
H 1.28 -3.08 -3.04 0.004
H 1.62 -2.97 -4.79 0.002
H -0.76 -4.24 -5.97 0.032
H -0.37 -2.59 -6.42 0.006
H -2.01 -3.00 -5.85 0.001
H -1.47 -4.68 -3.47 0.028
H -2.44 -3.24 -3.29 0.005
H -1.03 -3.49 -2.23 0.002
H 2.52 -1.27 -3.77 0.001
H 2.05 0.12 -2.80 0.000
H 3.02 0.34 -4.26 0.002
H 1.56 -1.45 -6.23 0.000
H 2.06 0.20 -6.51 0.001
H 0.39 -0.25 -6.80 0.000
H 0.38 1.85 -3.64 0.000
H -0.13 1.81 -5.34 0.000
H 1.56 2.02 -4.93 0.005
H -3.55 -1.33 -3.12 0.000
H -3.48 -2.08 -4.73 0.000
H -4.43 -0.63 -4.47 0.001
H -2.73 1.01 -2.76 0.001
H -3.55 1.53 -4.24 0.003
H -1.85 1.89 -4.01 0.000
H -2.11 -0.87 -6.65 0.000
H -1.64 0.81 -6.38 0.000
H -3.33 0.36 -6.38 0.002
C -2.21 4.09 3.69 0.002
N -2.01 2.87 2.92 0.014
C -2.72 2.54 1.85 0.043
S -2.39 1.08 0.94 0.266
N -3.67 3.36 1.43 0.019
C -4.58 3.17 0.30 0.007
H -1.48 4.11 4.49 0.000
H -3.21 4.11 4.13 0.000
H -2.06 4.98 3.07 0.001
H -1.28 2.24 3.19 0.007
H -3.80 4.22 1.95 0.001
H -4.41 2.20 -0.16 0.005
H -4.41 3.95 -0.44 0.000
H -5.61 3.22 0.65 0.000
F 5.42 -0.51 7.48 0.000
C 4.27 -1.16 7.32 0.000
F 3.48 -0.88 8.36 0.000
F 4.52 -2.47 7.35 0.000
C 3.58 -0.78 6.03 0.001
C 4.05 0.28 5.26 0.001
C 3.38 0.63 4.10 0.003
C 2.24 -0.07 3.71 0.019
C 1.78 -1.14 4.49 0.014
C 2.46 -1.50 5.64 0.001
P 1.41 0.28 2.15 0.150
C 1.42 2.05 1.86 0.034
C 1.21 2.52 0.56 0.019
C 0.96 3.86 0.34 -0.002
C 0.93 4.74 1.42 0.020
C 1.18 4.29 2.70 -0.002
C 1.41 2.95 2.93 0.022
C 0.51 6.17 1.19 0.002
F 0.96 6.64 0.03 0.001
F 0.93 6.98 2.17 0.000
F -0.84 6.24 1.16 0.002
C 2.36 -0.56 0.87 0.026
C 1.95 -1.81 0.43 0.015
C 2.72 -2.51 -0.49 0.001
C 3.89 -1.94 -0.97 0.002
C 4.31 -0.69 -0.54 0.001
C 3.55 0.00 0.39 0.004
C 4.73 -2.70 -1.98 0.000
F 5.31 -1.86 -2.85 0.000
F 5.68 -3.41 -1.38 0.000
F 3.97 -3.56 -2.69 0.000
H 4.93 0.82 5.57 0.000
H 3.76 1.44 3.50 0.000
H 0.92 -1.71 4.18 0.011
H 2.12 -2.33 6.24 0.000
H 1.23 1.83 -0.28 0.001
H 0.80 4.24 -0.66 0.000
H 1.20 5.00 3.53 0.000
H 1.59 2.59 3.94 0.000
H 1.04 -2.25 0.80 0.009
H 2.42 -3.50 -0.82 0.000
H 5.22 -0.26 -0.93 0.000
H 3.88 0.97 0.73 0.000